# 1
{"formula": "C4H12", "method": "ωB97M-V with the def2-TZVPD basis set", "species": ["C", "C", "H", "H", "H", "H", "H", "H", "C", "C", "H", "H", "H", "H", "H", "H"], "xyz": [[-0.38717, 0.76312, 2.46261], [-0.40435, -0.74602, 2.16975], [0.49722, 1.27126, 2.09582], [-1.34098, 1.16774, 2.12597], [-0.42608, 0.88922, 3.53102], [-1.28020, -1.26772, 2.53647], [0.50856, -1.14732, 2.62152], [-0.30987, -0.93965, 1.09986], [0.90948, 0.10657, -1.74626], [-0.13087, -0.10964, -2.86790], [0.88910, 1.14747, -1.45091], [0.71191, -0.47228, -0.85616], [1.91696, -0.17235, -2.05379], [-1.07226, -0.31428, -2.34676], [-0.26836, 0.78395, -3.43116], [0.07791, -0.98134, -3.47793]], "nbo_charge": [-0.6053, -0.6008, 0.2072, 0.2005, 0.1991, 0.2050, 0.1984, 0.1960, -0.6046, -0.6072, 0.2023, 0.1987, 0.2010, 0.2005, 0.2047, 0.2044], "spin_multiplicity": 1, "relative_energy_ev": 0.240, "smiles": "CC.CC", "charge": 0, "lumo_ev": 1.1}

# 2
{"formula": "C4H12", "method": "ωB97M-V with the def2-TZVPD basis set", "species": ["C", "C", "H", "H", "H", "H", "H", "H", "C", "C", "H", "H", "H", "H", "H", "H"], "xyz": [[0.27357, 0.36935, -1.56888], [-0.58132, -0.32570, -2.63040], [-0.15592, 1.32752, -1.26362], [0.53333, -0.23400, -0.70849], [1.19146, 0.72904, -2.04545], [-0.71973, 0.39708, -3.42506], [-1.60264, -0.45445, -2.27257], [-0.08043, -1.18561, -3.06026], [0.88545, -0.04731, 2.35109], [-0.57276, 0.01389, 1.85410], [0.87250, 0.05626, 3.43443], [1.42944, -0.96322, 2.12854], [1.43883, 0.79065, 1.93276], [-1.05016, -0.87206, 1.43409], [-0.67830, 0.73215, 1.04572], [-1.17175, 0.40460, 2.67184]], "nbo_charge": [-0.6058, -0.6093, 0.2004, 0.2042, 0.1993, 0.2004, 0.2042, 0.2075, -0.6169, -0.6217, 0.2050, 0.2070, 0.2066, 0.2089, 0.2059, 0.2043], "spin_multiplicity": 1, "relative_energy_ev": 0.362, "smiles": "CC.CC", "charge": 0, "lumo_ev": 1.1}

# 3
{"formula": "C4H12", "method": "ωB97M-V with the def2-TZVPD basis set", "species": ["C", "C", "H", "H", "H", "H", "H", "H", "C", "C", "H", "H", "H", "H", "H", "H"], "xyz": [[1.97765, -1.43815, 0.95143], [1.17660, -0.19391, 1.07520], [1.62739, -2.08922, 0.13056], [3.00972, -1.29456, 0.61299], [2.05928, -2.09268, 1.81922], [0.45319, 0.00349, 1.86487], [0.53831, -0.04244, 0.13942], [1.78012, 0.72481, 1.07991], [-1.54963, 1.49714, -1.33127], [-1.53364, 0.22432, -0.51893], [-1.32110, 2.38796, -0.77035], [-0.99425, 1.40994, -2.26149], [-2.61235, 1.48104, -1.65368], [-2.12810, -0.62099, -0.93536], [-1.97728, 0.32354, 0.46875], [-0.50589, -0.28028, -0.67127]], "lowdin_spin": [0.0694, 0.2175, 0.0318, 0.0086, 0.0138, 0.0038, 0.0856, 0.0255, 0.0925, 0.2559, 0.0034, 0.0034, 0.0517, 0.0496, 0.0039, 0.0837], "s2": 0.75, "spin_multiplicity": 2, "relative_energy_ev": 0.213, "charge": 1, "lumo_ev": [-3.0, -10.2]}

# 4
{"formula": "C4H12", "method": "ωB97M-V with the def2-TZVPD basis set", "species": ["C", "C", "H", "H", "H", "H", "H", "H", "C", "C", "H", "H", "H", "H", "H", "H"], "xyz": [[2.47025, 0.37086, 1.67487], [1.24077, 0.10489, 0.80223], [2.47828, -0.03180, 2.62122], [3.37229, 0.13006, 1.00203], [2.37342, 1.54589, 1.76007], [0.86388, -0.99659, 0.80392], [0.28538, 0.44170, 1.20511], [1.17656, 0.45700, -0.28560], [-2.30699, 0.22460, -0.83368], [-1.32497, -0.69620, -1.62679], [-3.33962, 0.03340, -1.30132], [-2.35544, -0.05402, 0.34576], [-2.01835, 1.27308, -0.89101], [-0.30560, -0.72133, -1.19161], [-1.20442, -0.41782, -2.72702], [-1.80075, -1.68451, -1.44140]], "lowdin_spin": [0.1605, 0.2769, 0.0029, 0.0272, 0.0967, 0.1189, 0.0739, 0.0021, 0.0593, 0.0811, 0.0286, 0.0198, -0.0002, 0.0345, 0.0176, 0.0003], "s2": 0.75, "spin_multiplicity": 2, "relative_energy_ev": 1.183, "charge": 1, "lumo_ev": [-3.2, -11.4]}

# 5
{"formula": "C4H12BN", "method": "ωB97M-V with the def2-TZVPD basis set", "species": ["B", "C", "C", "C", "C", "N", "H", "H", "H", "H", "H", "H", "H", "H", "H", "H", "H", "H"], "xyz": [[1.57120, -0.16458, -0.06447], [1.86196, 1.34422, -0.12302], [2.26445, -1.50023, 0.22884], [-2.17783, 0.99551, 0.02754], [-2.23137, -0.53077, 0.20150], [-1.23530, -1.27817, -0.47620], [1.32723, 1.85816, 0.67590], [1.50854, 1.79520, -1.05016], [2.92007, 1.59491, -0.01718], [1.94088, -2.28492, -0.45480], [1.95918, -1.84957, 1.21705], [3.35725, -1.46381, 0.21605], [-3.02077, 1.46586, 0.52752], [-1.25218, 1.37714, 0.45354], [-2.20720, 1.25914, -1.02880], [-2.16956, -0.77846, 1.26869], [-3.22670, -0.86805, -0.15145], [-1.18984, -0.97159, -1.45053]], "nbo_charge": [0.9200, -1.1308, -1.1310, -0.6122, -0.2677, -0.5805, 0.2701, 0.2673, 0.2270, 0.2739, 0.2781, 0.2241, 0.2044, 0.1985, 0.1962, 0.1761, 0.1878, 0.2987], "spin_multiplicity": 1, "relative_energy_ev": 4.900, "charge": 0, "lumo_ev": [0.4, 0.4]}

# 6
{"formula": "C4H12Br2IMnO2", "method": "ωB97M-V with the def2-TZVPD basis set", "species": ["Mn", "Br", "Br", "I", "C", "C", "O", "H", "H", "H", "H", "H", "H", "C", "C", "O", "H", "H", "H", "H", "H", "H"], "xyz": [[-0.58202, 0.69271, -0.46904], [-0.20351, -1.58023, -1.66245], [0.77086, 1.33365, 1.62700], [-2.64072, 2.29219, -1.33599], [3.23076, 0.84938, -1.25767], [2.29573, 2.01995, -1.49333], [0.95405, 1.56198, -1.72532], [3.23881, 0.15846, -2.10127], [2.91490, 0.30799, -0.36628], [4.24734, 1.21622, -1.08755], [2.60660, 2.63335, -2.34292], [2.25411, 2.65955, -0.61401], [0.83222, 1.38084, -2.66017], [-2.63987, -2.53107, 1.85905], [-1.61524, -1.42123, 1.76202], [-2.04639, -0.36296, 0.91526], [-3.59455, -2.15681, 2.24322], [-2.29162, -3.31123, 2.53779], [-2.80911, -2.96069, 0.87193], [-0.70346, -1.78936, 1.29574], [-1.35907, -1.00752, 2.74052], [-2.85979, 0.01482, 1.26347]], "lowdin_spin": [4.7194, 0.0600, 0.0637, 0.0587, 0.0008, 0.0054, 0.0433, 0.0001, 0.0002, 0.0001, 0.0010, 0.0003, 0.0024, 0.0014, 0.0036, 0.0360, 0.0001, 0.0003, 0.0001, 0.0008, 0.0004, 0.0018], "s2": 8.75, "spin_multiplicity": 6, "relative_energy_ev": 0.007, "charge": -1, "lumo_ev": [3.1, 3.0]}

# 7
{"formula": "C4H12BrN2", "method": "ωB97M-V with the def2-TZVPD basis set", "species": ["C", "N", "C", "Br", "C", "C", "N", "H", "H", "H", "H", "H", "H", "H", "H", "H", "H", "H", "H"], "xyz": [[-1.05748, 1.90248, -1.83347], [-0.79657, 1.02674, -0.68391], [0.49290, 0.56426, -0.72252], [1.98755, 1.95347, -0.45990], [0.92046, -0.64157, 0.64295], [0.62980, -0.06318, 1.99365], [-0.11366, -1.69633, 0.34056], [-0.90607, 1.34295, -2.75439], [-2.08150, 2.25865, -1.78947], [-0.37768, 2.76067, -1.83650], [-1.00782, 1.53546, 0.17224], [0.74618, 0.05032, -1.64816], [1.93267, -0.97978, 0.47699], [-0.38618, 0.32490, 2.04577], [0.74109, -0.82388, 2.76407], [1.31866, 0.74174, 2.22646], [0.21145, -2.38382, -0.35083], [-0.93440, -1.19663, -0.05706], [-0.41895, -2.19031, 1.19395]], "nbo_charge": [-0.4197, -0.6694, -0.0118, -0.0656, -0.0296, -0.6711, -0.7069, 0.2101, 0.2284, 0.2132, 0.3899, 0.2079, 0.2453, 0.2169, 0.2359, 0.2777, 0.4481, 0.4576, 0.4433], "spin_multiplicity": 1, "relative_energy_ev": 0.031, "smiles": "CN[C@@H](Br)[C@@H](C)[NH3+]", "charge": 1, "lumo_ev": -3.5}

# 8
{"formula": "C4H12ClMgO2", "method": "ωB97M-V with the def2-TZVPD basis set", "species": ["Mg", "Cl", "C", "C", "O", "H", "H", "H", "H", "H", "H", "C", "C", "O", "H", "H", "H", "H", "H", "H"], "xyz": [[2.44830, 3.58310, -1.71499], [0.87828, 1.07028, -0.56347], [-0.45593, -3.40414, -3.30638], [0.97109, -3.16081, -3.75323], [1.04367, -1.87621, -4.20457], [-1.16506, -3.55453, -4.12039], [-0.77261, -2.64035, -2.59615], [-0.38327, -4.28571, -2.66944], [1.37755, -3.80717, -4.53112], [1.62559, -3.13564, -2.88196], [0.66983, -1.33115, -3.50832], [-1.04063, 3.35102, 3.66640], [-0.29716, 2.06305, 4.09221], [-0.95915, 0.93876, 3.60794], [-1.10029, 3.58893, 2.60436], [-0.49141, 4.19077, 4.09216], [-2.01771, 3.30668, 4.14751], [-0.22064, 2.12548, 5.17773], [0.75411, 2.01271, 3.80866], [-0.86453, 0.96489, 2.65297]], "nbo_charge": [1.5140, -0.5088, -0.6368, -0.0573, -0.7187, 0.2218, 0.1918, 0.2147, 0.1886, 0.1443, 0.4490, -0.6392, -0.0612, -0.7037, 0.1875, 0.2039, 0.2255, 0.1837, 0.1427, 0.4581], "spin_multiplicity": 1, "relative_energy_ev": 3.635, "charge": 1, "lumo_ev": -9.3}

# 9
{"formula": "C4H12CrN4O16S2", "method": "ωB97M-V with the def2-TZVPD basis set", "species": ["Cr", "S", "O", "O", "O", "O", "S", "O", "O", "O", "O", "C", "N", "O", "O", "H", "H", "H", "C", "N", "O", "O", "H", "H", "H", "C", "N", "O", "O", "H", "H", "H", "C", "N", "O", "O", "H", "H", "H"], "xyz": [[-0.12433, -0.98493, -0.08906], [0.33468, -2.20316, -2.41491], [0.96444, -1.87673, -3.71784], [0.05012, -3.58606, -2.64546], [1.13941, -2.08130, -1.20894], [-0.78990, -1.31505, -2.10996], [-1.02916, -2.75631, 1.77348], [0.25516, -2.14877, 1.68195], [-1.69301, -2.12073, 0.64641], [-0.92078, -4.21607, 1.64923], [-1.73622, -2.57490, 3.04491], [1.48809, 1.37501, -3.54113], [0.41119, 1.72894, -2.59001], [-0.46165, 2.50978, -3.07134], [0.34573, 1.08506, -1.54761], [1.44176, 2.05667, -4.39042], [1.13667, 0.43768, -3.97244], [2.40702, 1.21492, -2.97717], [4.04138, -0.46607, 1.25106], [2.57145, -0.17021, 1.43322], [1.79148, -0.06852, 0.48198], [2.33483, 0.30764, 2.52110], [4.50149, 0.45495, 1.60901], [4.29980, -0.79356, 0.24405], [4.31951, -1.34474, 1.83302], [-3.69968, 1.08353, -1.76177], [-3.18552, 0.83388, -0.39291], [-3.88558, 0.69885, 0.54170], [-1.96323, 0.61809, -0.33169], [-3.02661, 1.73277, -2.32175], [-4.58092, 1.65378, -1.46799], [-3.89239, 0.05767, -2.07572], [-0.12900, 2.09296, 3.69379], [-0.81023, 0.93178, 3.06353], [-1.55848, 0.35329, 3.78971], [-0.45152, 0.49577, 1.93860], [0.27123, 1.72916, 4.64013], [-0.85598, 2.90158, 3.76944], [0.68874, 2.35338, 3.02179]], "lowdin_spin": [3.7194, 0.0108, 0.0023, -0.0009, 0.0387, 0.0106, 0.0090, 0.0113, 0.0278, -0.0014, 0.0021, 0.0083, 0.0520, 0.0548, 0.0194, 0.0013, 0.0012, 0.0069, 0.0590, 0.3479, 0.1891, 0.2393, 0.0452, 0.0061, 0.0050, 0.0033, 0.0268, 0.0401, -0.0001, 0.0003, 0.0003, 0.0013, 0.0164, 0.0039, 0.0008, 0.0254, 0.0013, 0.0017, 0.0136], "s2": 8.77, "spin_multiplicity": 6, "relative_energy_ev": 0.649, "charge": -3, "lumo_ev": [6.8, 6.7]}

# 10
{"formula": "C4H12CsNbO", "method": "ωB97M-V with the def2-TZVPD basis set", "species": ["C", "Nb", "C", "C", "C", "O", "H", "H", "H", "H", "H", "H", "H", "H", "H", "H", "H", "H", "Cs"], "xyz": [[0.07696, 0.72851, -2.23920], [-1.31635, 0.30345, -0.46510], [0.47290, 0.57013, 0.91800], [1.44137, -0.76378, 0.57622], [1.48827, -1.89478, 1.77973], [2.64765, -0.91383, 1.42203], [-0.08721, 1.78430, -2.63631], [-0.16305, -0.00645, -3.06149], [1.14527, 0.69522, -1.88242], [-0.97195, -1.47686, -0.48633], [-2.38524, 0.08463, 0.99688], [-1.74586, 2.08736, -0.44044], [-2.73104, -0.04176, -1.58567], [1.11714, 1.45417, 0.61905], [0.25479, 0.51772, 2.02198], [1.45879, -1.14766, -0.52172], [0.71466, -1.46619, 2.45903], [1.38010, -2.75876, 1.07966], [-2.79721, 2.24458, 1.44611]], "mulliken_charge": [-1.0714, -0.6136, -0.9117, 0.2747, -0.5629, -0.3726, 0.2681, 0.2927, 0.2573, 0.0210, -0.0155, -0.0603, 0.0237, 0.2325, 0.4628, 0.2682, 0.1951, 0.2888, 1.0232], "spin_multiplicity": 1, "charge": 0, "lumo_ev": -1.4}

# 11
{"formula": "C4H12IO4", "method": "ωB97M-V with the def2-TZVPD basis set", "species": ["I", "C", "C", "O", "O", "H", "H", "H", "H", "H", "H", "C", "C", "O", "O", "H", "H", "H", "H", "H", "H"], "xyz": [[2.24396, 1.22372, -2.37434], [3.12480, -4.02551, 0.29786], [2.02049, -3.70594, 1.24736], [1.95054, -2.25883, 1.56088], [2.74309, -3.64285, -1.07134], [3.37295, -5.08564, 0.34938], [3.99940, -3.40367, 0.48889], [2.17030, -4.17351, 2.22052], [0.99144, -4.00389, 1.04634], [1.96203, -1.75018, 0.74680], [2.89913, -2.70550, -1.20773], [-3.32250, 3.27686, -1.05754], [-2.76014, 3.04473, 0.34403], [-2.28254, 4.26334, 0.96880], [-2.53953, 4.19081, -1.83619], [-4.27301, 3.81033, -1.06507], [-3.43536, 2.35523, -1.62846], [-1.95388, 2.33308, 0.16627], [-3.48301, 2.49519, 0.94699], [-1.73832, 4.01738, 1.72043], [-1.68986, 3.74483, -1.86387]], "nbo_charge": [-0.9961, -0.1030, -0.0988, -0.7419, -0.7413, 0.1774, 0.1886, 0.1703, 0.1835, 0.4773, 0.4844, -0.0876, -0.1026, -0.7159, -0.7054, 0.1669, 0.1725, 0.1729, 0.1599, 0.4696, 0.4692], "spin_multiplicity": 1, "relative_energy_ev": 1.510, "charge": -1, "lumo_ev": 3.0}

# 12
{"formula": "C4H12N2", "method": "ωB97M-V with the def2-TZVPD basis set", "species": ["C", "C", "N", "H", "H", "H", "H", "H", "C", "C", "N", "H", "H", "H", "H", "H", "H", "H"], "xyz": [[-2.00059, 0.94795, -2.52866], [-2.46800, 0.11371, -1.58377], [-2.62317, -1.25935, -1.53142], [-2.00843, 0.56214, -3.54114], [-1.92788, 1.98968, -2.29072], [-2.64166, 0.55342, -0.60226], [-2.29957, -1.72954, -2.37057], [-3.55681, -1.60022, -1.34923], [1.51209, 1.08024, 1.27259], [2.43412, -0.03231, 1.77436], [1.73512, -1.34641, 1.45019], [0.55302, 1.09717, 1.79812], [2.03732, 1.98279, 1.67595], [1.42277, 1.09077, 0.18516], [3.39448, -0.01503, 1.26145], [2.58270, 0.19804, 2.83543], [2.42655, -2.03027, 1.16032], [1.42795, -1.60278, 2.38420]], "nbo_charge": [-0.5134, 0.0250, -0.8154, 0.1882, 0.2109, 0.1687, 0.3616, 0.3745, -0.6051, -0.2235, -0.8338, 0.2051, 0.1902, 0.2150, 0.1818, 0.1701, 0.3513, 0.3489], "spin_multiplicity": 1, "relative_energy_ev": 1.658, "smiles": "C=CN.CCN", "charge": 0, "lumo_ev": 1.2}

# 13
{"formula": "C4H12N2", "method": "ωB97M-V with the def2-TZVPD basis set", "species": ["C", "N", "C", "H", "H", "H", "H", "H", "C", "C", "N", "H", "H", "H", "H", "H", "H", "H"], "xyz": [[-1.45268, 1.88135, -1.00464], [-1.33539, 1.81106, 0.24791], [-0.92037, 2.97839, 0.96533], [-1.31006, 2.86661, -1.48394], [-1.30653, 1.02773, -1.66671], [-1.23174, 3.92939, 0.50199], [0.15053, 3.03523, 1.15988], [-1.40296, 2.99393, 1.94246], [1.87929, -1.57529, 0.33071], [0.88985, -2.59677, -0.20940], [-0.31429, -1.96406, -0.76226], [1.37864, -1.06284, 1.16189], [2.74041, -2.05495, 0.78583], [2.06786, -0.84654, -0.45431], [1.33379, -3.07882, -1.08319], [0.64344, -3.35696, 0.53697], [-0.79085, -1.29144, -0.16336], [-1.01895, -2.69603, -0.80515]], "nbo_charge": [-0.0547, -0.3968, -0.4470, 0.1237, 0.1889, 0.1716, 0.2129, 0.2014, -0.6175, -0.2095, -0.8458, 0.1990, 0.2128, 0.2134, 0.1797, 0.1621, 0.3573, 0.3485], "spin_multiplicity": 1, "relative_energy_ev": 1.727, "smiles": "C=NC.CCN", "charge": 0, "lumo_ev": 1.1}

# 14
{"formula": "C4H12N2", "method": "ωB97M-V with the def2-TZVPD basis set", "species": ["H", "N", "C", "N", "H", "H", "H", "C", "C", "C", "H", "H", "H", "H", "H", "H", "H", "H"], "xyz": [[-2.10869, 1.12283, -0.99474], [-2.06158, 0.45975, -0.22967], [-2.78363, 0.85853, 0.73719], [-2.92563, 0.11903, 1.87149], [-3.41055, 1.75154, 0.61565], [-3.50854, 0.43278, 2.62343], [-2.75413, -0.86829, 1.78742], [2.51842, -1.75620, -0.77117], [2.92828, -0.32785, -1.09125], [1.94795, 0.70300, -0.56005], [1.57089, -2.00594, -1.25047], [3.25001, -2.45647, -1.17292], [2.38877, -1.89380, 0.30089], [3.90223, -0.16444, -0.61656], [3.10810, -0.22023, -2.16371], [2.39414, 1.70051, -0.59009], [1.68932, 0.46988, 0.47640], [0.99628, 0.69538, -1.09591]], "nbo_charge": [0.3380, -0.7198, 0.2707, -0.8230, 0.1468, 0.3892, 0.3991, -0.6016, -0.3918, -0.6067, 0.2013, 0.2033, 0.1995, 0.1871, 0.1928, 0.2028, 0.2017, 0.2105], "spin_multiplicity": 1, "relative_energy_ev": 0.443, "smiles": "[H]/N=C/N.CCC", "charge": 0, "lumo_ev": 1.0}

| no. | electronic energy (eV) |
| --- | --- |
| 1 | -4342.288 |
| 2 | -4342.167 |
| 3 | -4331.019 |
| 4 | -4330.049 |
| 5 | -6505.055 |
| 6 | -187950.769 |
| 7 | -77358.067 |
| 8 | -26393.661 |
| 9 | -93139.701 |
| 10 | -8475.794 |
| 11 | -20634.246 |
| 12 | -7321.370 |
| 13 | -7321.302 |
| 14 | -7322.586 |